Record 1
Below is C13H44F6FeN22O17S2 as an isolated structure, with properties calculated with ωB97M-V/def2-TZVPD.

XYZ file:
```
105
Properties=species:S:1:pos:R:3:forces:R:3:mulliken_spin:R:1
Fe 6.1293 27.7675 -24.7025 -0.360 -0.460 0.532 5.50
C 4.8936 30.4224 -27.8281 0.352 0.944 0.606 0.00
F 4.7128 30.8577 -26.5829 0.069 -0.648 -0.180 0.01
F 3.8884 30.8878 -28.5588 0.387 -0.418 0.049 0.00
F 6.0559 30.9889 -28.2659 -0.631 -1.030 -0.168 -0.01
S 4.9885 28.5443 -27.8713 -0.222 -2.448 -0.046 0.16
O 5.7441 28.0707 -29.0237 0.088 1.152 0.043 0.01
O 5.6762 28.1712 -26.6341 0.556 0.842 0.270 -0.14
O 3.6306 28.0452 -27.8905 0.389 1.374 0.199 -0.01
C 8.7262 31.4498 -25.5327 -2.048 -1.597 0.120 0.02
F 7.7568 32.2129 -26.0772 0.636 0.387 0.042 0.00
F 8.9850 30.4821 -26.4153 0.512 0.137 -0.167 0.00
F 9.7989 32.1297 -25.2484 0.041 0.310 -0.040 0.00
S 7.9561 30.6206 -24.0165 1.203 1.257 2.399 0.09
O 7.0967 31.6122 -23.4008 -0.270 -0.161 -0.913 0.00
O 7.1460 29.4594 -24.4836 -0.002 -0.236 -1.015 0.10
O 9.0951 30.2767 -23.2113 -0.271 -0.512 -0.805 0.01
C 4.5688 24.9267 -24.6320 0.218 -0.346 0.136 0.29
O 4.7943 26.0823 -25.0254 -0.182 -0.038 -0.518 -0.24
N 4.3581 23.8797 -25.4910 0.382 0.578 1.459 0.00
N 4.5450 24.6319 -23.2950 -0.078 -0.038 -0.718 0.00
H 4.1329 23.9929 -26.4592 0.170 0.337 -0.148 -0.01
H 4.3123 22.9756 -25.0673 -0.291 -0.351 -0.240 0.00
H 4.8543 25.3243 -22.6306 0.185 0.174 -0.252 0.06
H 4.5599 23.6753 -22.9982 -0.084 -0.149 0.117 0.00
C 0.2505 28.8049 -27.1673 5.509 -0.770 2.337 0.70
O -0.9900 28.7197 -27.4367 -4.444 -0.112 -0.898 0.92
N 0.7407 28.1992 -26.0151 0.257 -1.286 1.874 0.18
N 1.1381 29.4647 -27.9725 -1.123 1.608 -1.588 0.24
H 0.2107 27.3559 -25.6582 1.314 1.327 -0.558 0.01
H 1.6780 28.4593 -25.5683 -2.311 -0.385 -0.926 -0.01
H 0.6304 29.7806 -28.7967 1.097 0.273 -0.012 -0.01
H 2.1445 29.4186 -27.9325 -0.598 -0.700 -0.335 -0.08
C 1.8398 33.7169 -23.8514 -0.555 -0.454 0.052 0.00
O 1.5245 33.1171 -22.8168 0.503 0.244 -0.722 0.00
N 1.7517 35.0889 -23.9680 0.426 -1.026 -0.102 0.00
N 2.2462 33.0778 -25.0029 -0.178 0.654 0.659 -0.02
H 1.9157 35.4935 -24.8664 -0.109 0.366 -0.040 0.00
H 1.3560 35.6169 -23.2179 -0.038 0.046 0.097 0.00
H 2.2430 32.0731 -25.0383 0.033 0.177 0.072 0.01
H 2.6096 33.6065 -25.7822 0.163 -0.312 -0.066 0.00
C 2.8289 28.7689 -31.5186 1.565 -0.661 -0.348 0.00
O 1.9518 28.9515 -32.3331 -0.208 -0.028 0.578 0.00
N 3.2492 27.5519 -31.0234 -0.765 -0.190 -0.539 0.00
N 3.6999 29.7253 -31.0508 -0.642 1.108 -0.032 0.00
H 2.8662 26.7207 -31.4353 -0.019 -0.086 0.208 0.00
H 3.9628 27.5241 -30.3175 -0.197 -0.220 -0.041 0.00
H 4.5983 29.4615 -30.7064 0.212 -0.092 0.011 0.00
H 3.5264 30.6896 -31.2779 -0.052 -0.092 -0.185 0.00
C 3.5230 33.4763 -31.5863 -0.886 1.292 -1.633 0.00
O 2.8610 34.1801 -32.3703 1.193 -1.074 1.462 0.00
N 4.7607 32.9489 -31.9472 -1.656 0.108 1.535 0.00
N 3.0689 33.1531 -30.3237 0.537 -0.123 -1.085 0.00
H 5.1375 32.3086 -31.2769 0.825 -0.049 -0.398 0.00
H 5.1862 33.2327 -32.8012 0.145 -0.125 -0.243 0.00
H 3.6452 32.6689 -29.6670 0.009 0.205 0.314 0.00
H 2.2483 33.6284 -30.0068 -0.134 0.026 0.065 0.00
C 10.1869 28.0928 -28.1620 0.403 0.131 1.246 0.00
O 11.2477 27.8028 -27.6014 -1.199 0.282 -0.794 0.00
N 10.1220 29.1186 -29.0999 0.596 -1.616 0.965 0.00
N 8.9779 27.5143 -27.8210 0.279 0.096 -0.479 -0.01
H 9.2488 29.4161 -29.4702 -0.046 0.430 -0.312 0.00
H 11.0384 29.4847 -29.2929 -0.366 0.385 -0.430 0.00
H 8.1739 27.6464 -28.4048 -0.162 0.212 -0.047 0.00
H 8.8009 27.0563 -26.9310 0.595 0.498 -0.497 0.02
C 3.7945 29.4567 -23.4228 -0.068 0.382 -0.639 0.12
O 4.3798 28.5794 -24.1588 -0.524 0.867 0.897 -0.08
N 2.5245 29.1932 -22.9762 1.156 1.267 0.028 0.04
N 4.3446 30.6750 -23.1608 -0.651 -1.859 -0.590 0.02
H 1.9901 29.9750 -22.6227 -0.030 -0.169 0.091 0.00
H 2.0774 28.2993 -23.0146 0.283 -0.234 -0.292 0.00
H 5.2418 30.9148 -23.5743 0.041 0.050 0.228 0.00
H 3.8417 31.3886 -22.6637 -0.168 0.074 0.135 0.00
C 5.1592 34.4620 -27.6220 -1.966 0.225 -0.990 0.00
O 4.0897 33.9323 -27.2243 2.375 0.384 -0.594 0.00
N 6.3101 33.8033 -28.0209 -1.890 0.223 1.004 0.00
N 5.1641 35.8273 -27.9321 0.780 -1.141 0.401 0.00
H 7.0268 34.3913 -28.3860 0.494 -0.361 -0.326 0.00
H 6.2993 32.7835 -28.0617 0.397 1.090 0.195 0.00
H 4.3378 36.3677 -27.7781 -0.198 -0.083 0.305 0.00
H 6.0393 36.3200 -27.9499 -0.050 0.134 -0.071 0.00
C 7.8929 25.1947 -31.3077 0.013 0.297 -1.150 0.00
O 8.5416 24.2825 -31.7700 -0.122 -0.355 0.453 0.00
N 8.2465 26.5067 -31.5398 -0.283 -0.148 0.583 0.00
N 6.7080 25.0505 -30.6084 0.726 0.691 0.428 0.00
H 9.0744 26.7007 -32.0668 0.127 -0.180 -0.042 0.00
H 7.6303 27.2661 -31.3310 -0.097 0.130 0.019 0.00
H 6.2622 25.8946 -30.3064 -0.315 0.069 -0.025 0.00
H 6.1845 24.2046 -30.6175 0.113 -0.327 -0.435 0.00
C 8.0220 25.2585 -25.7531 -0.540 -2.477 0.434 0.16
O 7.6944 26.4592 -25.5288 0.547 -1.131 -0.418 -0.13
N 7.6460 24.5743 -26.8790 -0.440 1.952 0.205 0.02
N 8.6824 24.5102 -24.7924 -0.606 2.753 0.755 0.01
H 7.8162 23.6210 -27.1208 0.424 -0.285 0.418 0.00
H 7.0960 25.0978 -27.5485 0.220 -0.080 0.081 -0.01
H 8.6732 25.0255 -23.9150 0.304 -0.114 -0.217 0.00
H 8.8977 23.5456 -24.6574 -0.242 -0.479 -0.995 0.00
C 3.0594 24.3714 -28.4705 -2.397 1.285 -2.061 0.01
O 2.3271 23.4701 -28.8941 1.794 0.078 1.304 0.00
N 4.4082 24.5482 -28.7740 -0.095 0.036 0.860 0.00
N 2.4795 25.4896 -27.8894 0.459 -0.510 0.565 -0.01
H 4.9936 23.8305 -29.1426 -0.433 -0.488 -0.215 0.00
H 4.7113 25.4869 -28.9514 0.033 0.217 0.274 0.00
H 1.5342 25.3758 -27.5648 -0.072 -0.108 -0.349 0.01
H 2.9093 26.3819 -27.6375 0.181 -0.801 -0.183 -0.01
```
Forces are in eV/Å.

The multiplicity is 9. The calculation puts the strongest force on any atom at 6.03 eV/Å. Its energy above the lowest of the compared OMol25 structures with the same formula, charge and spin is 0.00 kcal/mol.

---

Record 2
Below is a 10-piece molecular cluster, C13H46N14O13 overall, with properties calculated with ωB97M-V/def2-TZVPD.

XYZ file:
```
86
Properties=species:S:1:pos:R:3:forces:R:3:mulliken_charge:R:1
C -2.3362 1.3520 -2.7413 0.269 -0.158 0.496 0.60
O -1.7304 2.3499 -2.3356 0.137 0.258 -0.533 -0.72
N -2.4494 1.0174 -4.0642 -0.914 -1.117 0.944 -0.44
N -2.9048 0.4829 -1.8641 -0.705 -0.482 0.005 -0.11
H -2.8210 0.0910 -4.2385 0.104 0.250 -0.202 0.17
H -1.9685 1.4612 -4.8084 0.391 0.565 -0.075 0.20
H -2.8157 0.6040 -0.8490 0.117 0.279 -0.993 0.08
H -3.5673 -0.2245 -2.1983 0.442 0.144 0.150 0.09
C 1.3377 3.3990 -1.5531 1.715 -1.205 -0.130 0.64
O 2.2717 4.0287 -0.9991 -0.765 0.244 0.089 -0.75
N 1.3051 2.0417 -1.3640 0.442 1.043 0.868 0.24
N 0.5044 3.9580 -2.4214 -1.185 0.076 -0.768 -0.24
H 0.8368 1.3188 -1.8457 -0.879 -0.224 -0.703 0.16
H 2.0349 1.7348 -0.7526 0.191 -0.286 0.150 -0.42
H 0.6055 4.9453 -2.5512 -0.011 0.142 -0.040 0.23
H -0.2961 3.4596 -2.8473 0.597 0.299 0.730 0.25
C -2.3130 2.2953 1.5290 -0.276 1.848 -2.616 0.53
O -2.4303 1.6134 2.5110 0.207 -1.198 1.601 -0.68
N -3.1649 3.3280 1.2234 -2.876 1.097 1.813 -0.44
N -1.3942 2.1744 0.5496 1.888 -1.396 0.076 0.29
H -3.9885 3.5175 1.8343 1.374 -0.735 -0.498 0.24
H -3.2468 3.9030 0.4053 0.877 -0.424 -0.414 0.14
H -1.3992 2.6757 -0.3186 -0.419 0.267 -0.171 0.14
H -0.5772 1.5623 0.6425 -0.653 0.148 0.299 -0.30
C 1.6984 1.2023 2.0756 -0.029 -0.270 -0.607 0.32
O 1.0586 0.3270 1.4149 0.902 0.872 0.960 -0.55
N 1.0667 1.8712 3.0619 -0.336 0.316 0.528 -0.29
N 2.9922 1.5553 1.8357 -2.022 -1.884 0.014 -0.26
H 0.1319 1.5979 3.2580 -0.752 -0.285 -0.098 0.14
H 1.4118 2.5807 3.6953 0.657 -0.297 -0.507 0.24
H 3.2390 2.4557 2.1318 0.916 1.431 0.359 0.56
H 3.3576 1.1637 0.9987 0.715 -0.243 -0.682 -0.05
C -2.3351 -2.4429 2.0167 -0.671 -1.315 -1.123 0.53
O -2.5012 -3.6039 1.5925 1.144 0.072 0.705 -0.78
N -1.2024 -1.9449 2.5958 -1.159 -1.700 -0.198 -0.39
N -3.3567 -1.5858 1.8335 0.081 0.227 0.168 -0.28
H -1.1439 -0.9705 2.5830 0.468 1.629 0.120 0.18
H -0.3481 -2.4795 2.5275 0.036 -0.054 -0.100 0.31
H -4.2347 -1.7592 1.3828 0.238 -0.777 -0.053 0.21
H -3.2459 -0.6995 2.2047 0.047 2.178 0.749 0.13
C 5.3551 1.3020 -1.1276 -2.672 0.599 0.736 0.51
O 4.4810 0.4565 -0.8731 0.814 0.585 -0.245 -0.60
N 6.6790 1.0228 -1.1266 -0.044 -0.007 -0.151 -0.49
N 4.9876 2.6175 -1.3366 0.003 -0.430 -0.113 -0.25
H 6.8251 0.0382 -1.2842 0.416 0.046 -0.020 0.30
H 7.1830 1.6836 -1.6821 0.750 -0.175 -0.227 0.21
H 5.6118 3.3919 -1.4539 0.402 -0.165 0.013 0.17
H 4.0064 2.8777 -1.3620 0.090 -0.212 0.222 0.09
C -4.1845 -2.8391 -1.9025 1.042 -0.431 0.886 0.43
O -4.3601 -2.1194 -2.8924 0.339 -0.095 0.886 -0.73
N -5.1483 -3.7886 -1.5121 0.775 -0.079 -0.679 -0.47
N -3.0557 -2.7991 -1.0697 -1.282 0.145 -1.390 0.16
H -5.7480 -3.9601 -2.3227 0.152 -0.056 0.622 0.29
H -4.8062 -4.6489 -1.0379 -0.212 0.962 -0.286 0.25
H -2.9887 -3.3344 -0.2299 -0.359 -0.556 0.489 0.04
H -2.3039 -2.1343 -1.1387 -0.184 0.345 -0.635 0.13
C 3.3975 6.0961 1.2796 1.190 1.279 -1.474 -0.34
C 3.7725 5.4840 2.5890 -1.917 1.489 -0.233 -0.44
O 3.1480 4.2510 2.6079 -1.264 -1.912 0.301 -0.61
O 2.0067 6.1377 1.1219 -0.394 0.656 1.902 -0.57
H 3.7711 5.4828 0.4030 0.215 0.591 1.144 0.15
H 3.7554 7.1429 1.1853 0.293 -0.535 0.108 0.35
H 3.3894 6.1049 3.4189 0.180 -0.022 -0.197 0.25
H 4.8206 5.4563 2.6535 1.434 -0.684 0.263 0.40
H 2.2371 4.3329 2.2026 1.363 0.433 0.446 0.30
H 1.9424 5.7073 0.3090 -1.225 -1.301 -2.357 0.33
C -1.8721 -7.7321 0.2783 -0.214 1.490 0.824 -0.17
C -2.6053 -6.5349 -0.4029 -0.654 -0.048 -0.948 -0.32
O -3.5296 -5.8154 0.3829 -0.569 -0.653 -0.087 -0.58
O -0.9365 -8.3003 -0.6087 0.212 -0.378 -0.490 -0.52
H -2.5936 -8.5117 0.6311 0.694 0.552 -0.520 0.25
H -1.3383 -7.3150 1.1964 -0.667 -0.488 -0.885 0.20
H -3.2440 -6.8183 -1.2836 0.838 -0.478 0.686 0.29
H -1.8664 -5.8438 -0.8412 0.232 -0.131 0.271 0.20
H -3.1289 -5.2198 1.0156 0.561 0.351 0.352 0.44
H -0.4479 -7.6391 -1.1343 -0.553 -0.181 0.647 0.30
C 1.1320 -3.2600 0.2593 1.311 -1.259 0.198 -0.31
C 1.0972 -2.2860 -0.9509 0.127 -1.050 1.244 -0.42
O 0.2334 -1.2390 -0.6470 -0.756 1.565 0.203 -0.26
O 1.5403 -2.7151 1.5623 -0.511 1.109 -1.889 -0.67
H 1.8456 -4.0836 0.0285 -0.216 0.527 0.117 0.38
H 0.1935 -3.7699 0.4537 -0.563 0.255 -0.428 0.12
H 0.6735 -2.8201 -1.8160 0.024 0.040 0.330 0.37
H 2.1093 -1.9777 -1.2575 -0.131 0.188 0.364 0.21
H 0.4933 -0.6857 0.1399 0.163 -0.708 -1.060 0.44
H 1.3893 -1.7518 1.4238 0.468 -0.508 0.745 0.27
```
Forces are in eV/Å.

Its SMILES is NC(N)=O.NC(N)=O.NC(N)=O.NC(N)=O.NC(N)=O.NC(N)=O.NC(N)=O.OCCO.OCCO.OCCO. The calculation puts the strongest force on any atom at 3.57 eV/Å. Its energy above the lowest of the compared OMol25 structures with the same formula, charge and spin is 3.65 kcal/mol.

---

Record 3
Below is C13H48F3HfN2O20S2 as an isolated structure, with properties calculated with ωB97M-V/def2-TZVPD.

XYZ file:
```
89
Properties=species:S:1:pos:R:3:forces:R:3:mulliken_charge:R:1
Hf 1.7256 -0.3098 4.2303 -4.903 2.896 -6.348 1.46
S 0.6676 0.4515 1.5077 0.499 0.669 0.083 1.68
O 2.0183 0.3796 2.1474 4.276 -0.413 1.555 -0.50
O 0.0328 0.0527 2.7915 -2.166 -1.038 1.727 0.35
O 0.3933 1.8110 1.1338 -0.749 -0.670 -0.156 -0.60
O 0.6360 -0.4991 0.4203 -0.033 0.056 0.900 -0.72
C -1.9748 2.1104 4.9678 1.684 -0.717 0.171 0.66
F -3.2168 2.4229 5.2159 0.100 0.082 -0.143 -0.18
F -1.7479 1.9009 3.6723 -0.649 -0.005 -0.073 -0.17
F -1.1344 3.0902 5.3346 -0.272 0.554 0.195 -0.25
S -1.4794 0.5947 5.9664 -3.045 0.069 2.157 1.00
O -1.2610 1.0625 7.3189 0.580 -0.213 -1.548 -0.63
O -2.5952 -0.2893 5.7605 0.878 0.118 -0.332 -0.58
O -0.2358 0.0337 5.3312 3.803 -0.982 -0.911 -1.01
C -4.1806 0.4449 -1.2551 -0.469 0.265 0.118 -0.86
O -3.6827 -0.3809 -0.2140 -0.357 -0.531 -0.133 -0.26
C -3.8391 0.1162 1.0778 0.604 1.476 0.949 -0.91
C -3.3314 -0.8607 2.1136 0.024 -0.524 -0.651 0.00
N -3.9460 -2.1868 2.0046 -0.312 0.472 0.685 -0.08
C -5.1259 -2.3934 2.8740 0.800 -0.269 -0.816 -0.37
C -5.6033 -3.8441 2.8229 -0.740 1.179 -0.519 -0.70
O -6.7394 -3.9664 1.9732 -0.585 -0.580 -0.058 -0.43
C -6.4923 -3.7926 0.5901 1.105 0.075 0.305 -0.59
H -5.1568 0.8402 -0.9580 0.018 0.091 -0.016 0.34
H -4.3429 -0.1669 -2.1396 0.261 -0.071 0.030 0.27
H -3.5006 1.2716 -1.4686 0.079 -0.040 0.001 0.25
H -4.8450 0.4621 1.3544 -0.364 -0.522 -0.572 0.49
H -3.2507 1.0408 1.2166 0.155 0.005 -0.254 0.36
H -3.4979 -0.3603 3.0670 0.115 -0.428 0.307 0.31
H -2.2666 -1.0523 1.9519 0.145 0.500 0.126 -0.41
H -4.1595 -2.2683 1.0157 -0.275 -0.471 0.096 0.28
H -5.9965 -1.7872 2.6027 0.015 0.253 0.159 0.28
H -4.8177 -2.1669 3.8953 0.030 0.200 -0.037 0.38
H -5.9613 -4.0204 3.8356 -0.013 -0.833 -0.154 0.35
H -4.8087 -4.4982 2.4597 0.116 -0.182 0.401 0.41
H -7.1919 -4.3228 -0.0514 -0.404 0.004 0.433 0.30
H -5.5027 -4.2029 0.3540 0.066 0.027 -0.136 0.31
H -6.4809 -2.7317 0.3238 -0.096 0.060 -0.089 0.15
C 3.0616 2.2697 -1.3434 0.153 -0.671 1.333 -0.58
O 3.1811 1.5326 -2.5324 0.493 0.567 -0.054 -0.25
C 4.5149 1.1325 -2.8064 0.328 -1.516 0.644 -0.56
C 4.4590 0.0440 -3.8852 0.713 1.466 -0.585 -0.63
N 4.3933 0.7289 -5.1843 -0.857 0.036 0.000 -0.45
C 4.1974 -0.2041 -6.2894 -0.772 -0.160 -0.469 -0.58
C 3.7518 0.3757 -7.6284 -0.038 0.495 0.092 -0.71
O 2.4181 0.8382 -7.5170 0.126 -0.021 0.383 -0.27
C 1.9964 1.5464 -8.6554 0.195 0.844 0.312 -0.76
H 3.3786 1.6567 -0.4779 -0.156 -0.422 -0.099 0.10
H 2.0086 2.4831 -1.1776 0.046 0.414 -0.263 0.26
H 3.7278 3.1243 -1.1873 -0.233 0.387 -0.960 0.42
H 4.9509 0.6302 -1.9279 -0.267 0.145 0.335 0.37
H 5.1850 1.9704 -3.0023 -0.235 0.115 -0.522 0.33
H 3.5743 -0.5674 -3.6668 0.092 -0.282 -0.087 0.23
H 5.3707 -0.5553 -3.8891 -0.085 -0.141 0.293 0.47
H 3.5047 1.2219 -5.0960 0.195 0.459 -0.471 0.30
H 3.3432 -0.8484 -6.0346 0.360 -0.613 -0.013 0.32
H 5.1063 -0.7721 -6.4916 -0.017 -0.166 0.318 0.36
H 3.7826 -0.4151 -8.3868 0.146 -0.126 0.046 0.42
H 4.3809 1.1977 -7.9901 0.196 -0.001 0.191 0.40
H 1.0058 1.9443 -8.4404 -0.270 -0.588 -0.290 0.25
H 2.0828 0.9397 -9.5597 -0.368 -0.005 -0.049 0.29
H 2.5795 2.4675 -8.7981 0.383 -0.214 -0.056 0.32
O 1.2975 2.0528 4.2225 0.590 -0.824 0.649 -0.43
H 1.2068 2.6876 4.9472 -0.179 -0.162 0.092 0.28
H 1.0860 2.5601 3.4139 0.457 0.022 -0.093 0.29
O 3.1145 -1.7978 0.3167 0.041 -0.022 0.289 -0.76
H 3.0749 -2.5229 -0.3186 0.137 -0.046 0.067 0.31
H 2.3002 -1.2875 0.1603 -0.030 -0.003 0.014 0.36
O -1.0386 2.4193 -1.3566 -0.044 -0.022 -0.038 -0.71
H -0.4657 1.7595 -1.7983 -0.195 0.250 0.097 0.43
H -0.7895 2.3736 -0.4281 -0.048 0.016 -0.176 0.26
O 3.8454 0.8444 3.9110 -0.118 -0.796 0.619 -0.53
H 4.3456 0.5399 3.1390 -0.279 -0.062 -0.109 0.30
H 4.3276 1.6134 4.2468 -0.343 0.071 0.204 0.28
O 0.6328 -2.3726 3.4814 0.290 0.153 1.043 -0.46
H -0.3024 -2.5819 3.6503 -0.041 0.407 0.006 0.28
H 0.9270 -3.0118 2.8180 0.247 0.181 -0.006 0.29
O 3.1595 -1.8168 2.9711 0.409 0.188 1.367 -0.47
H 3.3013 -1.8272 1.9763 -0.588 0.278 -0.583 0.35
H 3.8445 -2.4017 3.3261 -0.124 -0.041 0.092 0.29
O -1.4221 -1.8519 -0.6393 0.230 -0.077 0.210 -0.74
H -0.6739 -1.2812 -0.4036 -0.859 -0.436 -0.335 0.35
H -2.2265 -1.3246 -0.4714 0.246 -0.081 -0.202 0.39
O 0.6606 0.4134 -2.0990 0.416 -0.487 0.451 -0.71
H 0.7373 0.1478 -1.1584 -0.150 0.190 -1.072 0.57
H 1.5743 0.4172 -2.4284 -0.207 0.319 -0.107 0.35
O 1.4966 3.9321 2.1301 -0.192 -0.386 0.264 -0.78
H 1.9325 4.3872 1.4038 -0.007 0.082 0.075 0.32
H 0.9907 3.2028 1.7108 0.291 0.723 -0.293 0.42
```
Forces are in eV/Å.

The calculation puts the strongest force on any atom at 8.53 eV/Å. Its net charge is +1.

---

no.,DFT total energy (Ha)
1,-5664.89853
2,-2267.92988
3,-3282.16573